7
Properties=species:S:1:pos:R:3 method="wB97M-V/def2-TZVPD" gap_ev=11.52 de_lowest_ev=5.8674 fmax_ev_per_a=2.33 multiplicity=1 homo_energy_ev=-10.84 charge=0 mol_weight_g_mol=98.0
F 1.7399 -0.0023 -2.7798
F -0.1981 0.4971 -0.2669
F -0.2058 -0.3607 -3.5456
N 0.4098 0.2912 -2.5391
N -0.3125 -1.6908 -1.2862
C -0.0563 -0.4813 -1.1854
H -0.6399 -2.3238 -0.5944